<1>
14
Properties=species:S:1:pos:R:3 method="wB97M-V/def2-TZVPD" homo_lumo_gap_ev=9.62 smiles="C1CN2OCOC2=N1" homo_ev=-8.65
H -2.239 -1.393 0.579
C 1.391 0.154 0.239
N 0.015 -0.390 0.424
O -1.755 -0.401 -0.864
C 0.894 1.600 0.230
C -0.763 0.414 -0.408
H 1.969 -0.160 -0.761
C -1.623 -1.598 -0.294
N -0.263 1.541 -0.719
H 1.919 -0.088 1.113
O -0.226 -1.636 0.160
H 0.647 1.975 1.292
H -1.799 -2.382 -0.951
H 1.833 2.364 -0.040

***

<2>
14
Properties=species:S:1:pos:R:3 method="wB97M-V/def2-TZVPD" homo_lumo_gap_ev=8.90 smiles="CN=C=O.N=C=CO" homo_ev=-8.32
C 0.612 -1.467 0.090
O -0.326 -2.145 0.194
O -0.719 1.148 1.367
H 2.616 0.778 0.631
H -3.351 -1.198 -0.859
N 1.675 -0.951 0.045
H 2.040 0.774 -1.055
N -3.274 -0.205 -0.655
H -0.489 1.347 -0.666
C -1.139 0.905 0.074
C 2.480 0.166 -0.264
C -2.206 0.255 -0.291
H 3.451 -0.205 -0.593
H -1.371 0.797 1.983

***

<3>
14
Properties=species:S:1:pos:R:3 method="wB97M-V/def2-TZVPD" homo_lumo_gap_ev=8.65 homo_ev=-7.95
H -1.734 -1.153 0.890
O 2.373 -0.656 0.950
C 2.015 -0.517 -0.336
H 2.841 -1.501 1.025
H -0.136 2.765 1.704
N -2.086 0.192 -0.589
C 0.407 2.258 0.953
H -3.175 -1.582 -0.187
H -2.791 0.211 -1.378
O 2.570 -1.118 -1.243
C -2.279 -0.898 -0.019
C 0.934 0.386 -0.509
H 0.523 0.326 -1.593
N 0.537 1.286 0.332

***

<4>
14
Properties=species:S:1:pos:R:3 method="wB97M-V/def2-TZVPD" homo_lumo_gap_ev=8.78 homo_ev=-8.69
C 0.573 -0.055 0.587
C -0.919 0.117 0.676
H -2.376 -1.227 -0.699
H 1.233 0.170 1.639
O 1.614 -1.120 -1.278
H 0.697 -2.368 0.173
C 1.022 -1.401 -0.181
H 1.860 0.950 -0.806
N 1.162 1.071 -0.133
N 0.237 1.671 -0.756
H -1.251 0.087 1.695
H -1.665 1.962 -0.625
O -1.301 -1.200 -0.013
C -0.887 1.343 -0.278

***

Short version: <4> is the least stable of them.

***

<1>
14
Properties=species:S:1:pos:R:3 method="wB97M-V/def2-TZVPD" homo_lumo_gap_ev="9.42 / 9.42" homo_ev="-9.50 / -9.50"
H -2.197 1.760 0.263
N -0.082 1.722 0.024
H 0.475 -1.434 1.130
N 1.041 -0.154 -0.684
C -0.979 -0.092 0.677
O -2.932 1.108 0.064
H -0.235 -1.668 -0.559
C -2.266 -0.072 -0.079
C 0.896 1.164 -0.510
C 0.104 -0.939 0.158
H 1.412 -0.428 -1.578
H -0.985 0.175 1.676
H 1.684 1.745 -0.923
O -2.656 -1.045 -0.661

***

<2>
14
Properties=species:S:1:pos:R:3 method="wB97M-V/def2-TZVPD" homo_lumo_gap_ev=10.61 smiles="O=[N+]([O-])[C@@H]1C=NCC1" homo_ev=-10.35
H -1.456 -1.504 0.511
O 1.141 -1.144 2.224
H 1.594 1.093 -0.041
C -0.492 -1.121 0.533
N 0.384 -1.829 1.569
H -1.175 1.091 0.447
N 0.936 -0.412 -1.192
H -0.186 0.694 1.679
C 0.681 0.763 -0.363
C -0.394 0.391 0.680
C 0.329 -1.405 -0.790
H 0.356 -2.381 -1.089
H 0.205 1.589 -0.878
O 0.263 -3.027 1.521

***

Short version: <2> is the least stable of them.

***

<1>
14
Properties=species:S:1:pos:R:3 method="wB97M-V/def2-TZVPD" homo_lumo_gap_ev="7.83 / 7.82" homo_ev="-8.47 / -8.46"
C 1.101 -0.245 -0.607
C -0.491 -0.290 0.895
H -1.832 1.446 -1.177
H 2.698 0.765 -0.624
O 1.565 -1.241 -1.068
N -0.842 1.254 -1.108
H -0.328 2.013 -0.676
H 0.686 -0.221 2.615
O 1.784 0.883 -0.309
N -1.450 -1.081 -0.767
C -0.229 -0.555 2.135
H -0.944 -1.108 2.741
H -1.077 -1.597 -1.566
C -0.641 -0.023 -0.484

***

<2>
14
Properties=species:S:1:pos:R:3 method="wB97M-V/def2-TZVPD" homo_lumo_gap_ev="7.81 / 7.81" smiles="C=CC(=O)/C(O)=N/N" homo_ev="-8.43 / -8.43"
H -2.203 -0.836 2.429
C -1.926 -0.778 1.389
H 0.153 1.285 -2.520
H -2.639 -1.161 0.672
O -1.799 1.202 -0.996
C -0.849 -0.078 0.972
N 1.017 -0.408 -0.053
N 2.371 -0.344 0.054
C 0.447 0.465 -0.863
H -0.171 0.308 1.726
O 0.834 0.703 -2.139
H 2.775 -1.192 0.422
C -0.863 0.782 -0.347
H 2.853 0.052 -0.746

***

<3>
14
Properties=species:S:1:pos:R:3 method="wB97M-V/def2-TZVPD" homo_lumo_gap_ev=9.77 smiles="C=C1[C@H](C(=O)O)N1N" homo_ev=-9.01
C 0.826 -2.078 -0.324
C -1.689 0.262 0.092
H 1.763 1.559 1.216
C 0.424 -0.851 -0.124
H -0.221 0.218 1.693
O -1.764 0.460 -1.240
H 1.736 2.373 -0.232
N 1.772 1.455 0.199
H 0.169 -2.916 -0.155
H 1.777 -2.283 -0.790
C -0.283 0.195 0.608
H -2.687 0.628 -1.484
O -2.650 0.386 0.817
N 0.828 0.593 -0.276

***

Short version: <1> is the least stable of them.

***

<1>
14
Properties=species:S:1:pos:R:3 method="wB97M-V/def2-TZVPD" homo_lumo_gap_ev=7.98 smiles=Nc1cc(O)c(O)[nH]1 homo_ev=-7.41
C 0.765 0.805 0.554
N -0.420 -2.326 -0.654
O 1.330 1.424 1.620
C -0.007 -1.079 -0.307
H 0.394 -3.061 -0.087
H 1.089 -1.284 1.419
C 0.844 -0.656 0.619
H -1.016 -2.594 0.084
O -0.716 2.316 -0.860
C -0.203 1.142 -0.308
N -0.629 0.072 -0.975
H -1.689 2.413 -0.657
H -0.942 0.314 -2.018
H 1.200 2.512 1.569

***

<2>
14
Properties=species:S:1:pos:R:3 method="wB97M-V/def2-TZVPD" homo_lumo_gap_ev=9.31 smiles="[H]/N=C1/NO[C@H]2C[C@]12O" homo_ev=-8.77
C 0.428 -0.561 0.435
C 0.667 0.255 -0.829
N -2.259 -0.538 -0.067
O 0.526 1.644 -0.349
H -1.361 1.689 -0.387
H -2.494 -1.662 -0.319
H 1.698 -1.799 -0.951
O 0.653 0.082 1.786
H -0.108 0.907 1.977
N -0.842 1.274 0.339
C -1.130 -0.173 0.275
H 2.637 -0.325 0.083
H -0.051 -0.044 -1.685
C 1.636 -0.748 -0.308

***

Short version: <2> is the least stable of them.